# 1
This record from OMol25 describes a cluster of 14 separate species, H27O14 in total at a distorted geometry. The level of theory is the ωB97M-V functional and the def2-TZVPD basis.

XYZ file:
```
41
Properties=species:S:1:pos:R:3:mulliken_charge:R:1
O -2.448 2.973 -0.910 -0.651
O 2.526 2.819 -3.199 -0.631
O -3.894 0.813 2.264 -0.639
O 0.149 2.567 -1.981 -0.582
O -1.741 0.500 -1.652 -1.140
O -1.659 -0.012 0.811 -0.642
O 1.031 -0.143 -1.409 -0.615
O 2.168 -2.728 -0.518 -0.607
O 1.613 -0.783 1.386 -0.441
O -3.792 -3.591 0.694 -0.630
O 3.353 -3.816 1.512 -0.625
O 0.910 4.348 0.611 -0.642
O -1.142 -2.841 0.742 -0.624
O 3.979 -0.546 2.871 -0.623
H -1.184 0.389 -2.421 0.219
H 1.586 -2.422 -1.212 0.254
H -2.005 0.835 0.511 0.211
H 3.741 -1.480 2.832 0.320
H 2.764 -4.434 1.101 0.304
H -1.220 -2.100 1.347 0.324
H 2.124 -2.047 0.172 0.426
H 1.579 -0.198 0.650 0.318
H -2.980 -3.944 0.334 0.317
H 0.752 -0.980 1.681 0.118
H 2.853 -3.056 1.808 0.236
H -3.212 3.434 -1.229 0.265
H -3.165 1.139 1.754 0.301
H -1.140 -2.505 -0.157 0.315
H -0.513 1.842 -1.865 0.502
H 3.846 -0.371 1.931 0.321
H -2.485 2.090 -1.355 0.346
H 0.822 3.921 -0.240 0.264
H -0.047 3.395 -1.559 0.250
H -3.779 -2.643 0.632 0.321
H -1.499 -0.222 -0.175 0.479
H 0.251 4.063 1.240 0.325
H -3.750 -0.010 2.699 0.291
H 1.885 2.261 -2.712 0.345
H 1.547 0.662 -1.331 0.239
H 0.094 0.079 -1.623 0.181
H 2.085 2.745 -4.036 0.299
```

Summary:
Calculated total energy, eV: -29104.7503
Lowest unoccupied orbital energy, eV: 2.6
Net charge: -1
E_HOMO, eV: -7.2

=====

# 2
This record from OMol25 describes a cluster of 14 separate species, H28O14 in total at a distorted geometry. The level of theory is the ωB97M-V functional and the def2-TZVPD basis.

XYZ file:
```
42
Properties=species:S:1:pos:R:3:mulliken_charge:R:1
O -2.005 -3.385 1.732 -0.622
O 1.924 4.435 2.936 -0.553
O 2.704 1.269 3.132 -0.619
O -0.804 4.445 3.066 -0.585
O 2.784 -0.678 -3.328 -0.643
O 0.506 -0.157 -0.357 -0.573
O 0.928 1.995 -0.980 -0.496
O 2.901 -3.641 -2.376 -0.630
O -0.669 -4.285 -1.364 -0.582
O -1.625 2.091 3.239 -0.596
O -2.450 -0.378 -0.020 -0.586
O -3.080 -3.878 -2.180 -0.644
O -1.765 -1.007 -4.108 -0.629
O 0.687 3.053 0.773 -0.726
H -1.139 -4.884 -1.956 0.306
H 1.942 1.794 3.401 0.357
H -0.434 -0.348 -0.452 0.344
H 3.122 -0.856 -4.213 0.320
H -3.181 -4.586 -2.826 0.306
H -1.300 -1.014 -3.264 0.292
H -2.112 -3.951 0.959 0.306
H 1.952 4.787 2.039 0.311
H -1.920 1.223 3.537 0.312
H 3.422 1.910 3.075 0.316
H 0.539 0.513 0.335 0.256
H -0.258 3.747 2.686 0.282
H 2.469 -3.319 -1.576 0.317
H 0.170 2.067 -0.389 0.343
H -2.821 -0.570 0.849 0.271
H -1.553 1.998 2.282 0.293
H 1.386 3.701 0.633 0.236
H -0.111 3.586 0.866 0.337
H 2.365 3.581 2.867 0.188
H -2.176 -3.571 -2.307 0.345
H 1.828 -0.645 -3.444 0.325
H -0.288 5.247 2.929 0.337
H -2.636 -1.363 -3.899 0.327
H 1.620 2.498 -0.536 0.253
H 0.251 -4.353 -1.643 0.288
H -2.927 0.408 -0.309 0.291
H 2.651 -3.001 -3.051 0.315
H -1.147 -3.639 2.091 0.308
```

Summary:
Calculated total energy, eV: -29115.7746
Lowest unoccupied orbital energy, eV: -0.5
Net charge: 0
E_HOMO, eV: -9.4

=====

# 3
This record from OMol25 describes a cluster of 14 separate species, H28O14 in total at a distorted geometry. The level of theory is the ωB97M-V functional and the def2-TZVPD basis.

XYZ file:
```
42
Properties=species:S:1:pos:R:3:mulliken_charge:R:1
O 3.739 0.599 1.062 -0.594
O -0.037 0.475 -1.160 -0.425
O -3.302 0.985 1.235 -0.606
O 0.858 1.759 -3.123 -0.598
O -3.068 2.166 -1.201 -0.574
O 2.878 -3.333 0.190 -0.632
O 3.663 3.066 -0.642 -0.600
O -3.862 -2.283 1.178 -0.651
O 2.880 -0.594 -1.078 -0.634
O 1.729 0.658 2.847 -0.557
O 1.267 -2.598 1.451 -0.518
O 0.691 -2.880 -1.994 -0.527
O -3.752 -2.175 -1.740 -0.609
O -1.988 3.492 1.099 -0.518
H 3.144 1.306 1.476 0.310
H -4.317 -2.331 2.042 0.329
H -3.162 1.574 -0.494 0.325
H 0.782 2.266 -2.280 0.280
H 2.847 -0.992 -1.981 0.268
H -0.010 0.419 -0.253 0.263
H -2.547 3.743 1.778 0.271
H -3.770 -2.815 -1.003 0.339
H -3.690 2.797 -0.787 0.296
H -4.068 0.394 1.231 0.284
H 1.510 2.422 -3.589 0.297
H 3.363 2.301 -1.226 0.289
H -1.289 4.160 1.268 0.271
H -3.028 -1.497 -1.537 0.270
H 2.680 -2.502 -0.147 0.326
H -2.517 0.500 1.703 0.301
H 1.032 -2.525 0.506 0.255
H 3.288 -0.156 0.727 0.408
H -3.818 -1.284 0.901 0.294
H 0.418 -2.684 1.822 0.229
H 2.425 0.445 3.397 0.298
H 3.209 -3.278 1.145 0.321
H 2.416 0.202 -1.010 0.312
H -0.783 -0.084 -1.454 0.140
H 0.158 -2.317 -1.395 0.245
H 2.978 3.594 -0.261 0.295
H 0.045 -3.510 -2.222 0.285
H 1.009 0.516 3.520 0.241
```

Summary:
Calculated total energy, eV: -29115.8065
Lowest unoccupied orbital energy, eV: -0.8
Net charge: 0
E_HOMO, eV: -9.7

=====

# 4
This record from OMol25 describes a cluster of 14 separate species, H28O14 in total at a distorted geometry. The level of theory is the ωB97M-V functional and the def2-TZVPD basis.

XYZ file:
```
42
Properties=species:S:1:pos:R:3:mulliken_charge:R:1
O 1.799 -2.282 -1.583 -0.555
O 3.261 0.381 0.628 -0.599
O 0.275 -0.240 -3.448 -0.601
O -0.715 2.574 -1.737 -0.624
O -1.284 -2.625 -2.022 -0.609
O -1.057 1.611 1.236 -0.807
O -3.054 0.979 -1.015 -0.528
O 1.661 2.603 -0.146 -0.563
O 0.072 -0.026 -0.371 0.626
O -0.006 -2.833 0.437 -0.825
O 2.171 -1.898 1.713 -0.589
O -2.684 -1.080 0.685 -0.665
O 1.051 0.561 3.532 -0.587
O -3.410 2.632 1.446 -0.655
H -2.237 -0.917 1.520 0.258
H 2.194 1.847 0.065 0.315
H 2.090 -3.075 -1.956 0.243
H -0.610 2.225 1.781 0.287
H -0.541 -2.019 0.393 0.344
H 1.548 1.094 4.098 0.289
H 3.036 -0.311 1.238 0.288
H 0.882 0.004 -2.745 0.233
H 1.266 -2.343 -0.809 0.303
H 1.506 -2.495 1.356 0.353
H -0.235 -3.279 1.253 0.303
H -0.728 -1.800 -1.964 0.303
H -0.387 0.583 0.143 -0.009
H 0.819 -0.801 -3.988 0.297
H 0.864 -0.057 0.208 0.053
H -1.093 -2.909 -2.945 0.280
H 1.817 2.757 -1.101 0.288
H -2.405 0.788 -1.644 0.236
H -0.961 0.893 1.823 0.217
H -3.329 3.163 2.232 0.272
H -2.856 -0.291 0.118 0.381
H -3.699 1.349 -1.607 0.277
H 2.882 -2.499 1.943 0.287
H -0.904 1.756 -1.364 0.099
H 0.037 2.334 -2.219 0.293
H 1.449 0.778 2.677 0.315
H 4.120 0.762 0.747 0.274
H -2.586 2.116 1.385 0.499
```

Summary:
Calculated total energy, eV: -29118.7305
Lowest unoccupied orbital energy, eV: -0.1
Net charge: 0
E_HOMO, eV: -10.3

=====

# 5
This record from OMol25 describes a structure of composition H28O14 at a distorted geometry. The level of theory is the ωB97M-V functional and the def2-TZVPD basis.

XYZ file:
```
42
Properties=species:S:1:pos:R:3:mulliken_charge:R:1
O 3.195 2.837 2.217 -0.591
O -4.249 0.301 0.280 -0.622
O -0.179 0.195 0.435 -0.349
O 0.056 1.363 2.035 -0.484
O 0.065 -0.867 -3.649 -0.443
O 2.972 -3.424 -1.344 -0.597
O 0.716 0.365 -2.608 -0.463
O -4.463 -1.628 -0.723 -0.602
O 2.887 4.116 -1.410 -0.630
O 2.823 -1.058 0.551 -0.563
O -1.808 3.049 -1.233 -0.624
O 0.314 -2.928 0.125 -0.620
O -4.324 0.419 2.413 -0.550
O 1.988 -2.313 3.717 -0.635
H 0.421 -0.548 0.563 0.116
H 2.302 -0.463 1.101 0.197
H -1.087 3.463 -1.722 0.293
H 2.613 3.199 -1.291 0.323
H -0.369 -2.351 -0.234 0.250
H -5.064 0.473 -0.204 0.318
H -5.116 -2.153 -1.200 0.286
H 1.482 -2.318 2.896 0.329
H -4.010 -1.132 -1.414 0.309
H 3.019 -1.803 1.131 0.303
H -5.194 0.045 2.235 0.285
H -4.382 0.725 3.325 0.271
H -0.425 1.952 1.444 0.279
H 2.891 2.199 2.872 0.290
H 2.357 4.425 -2.153 0.305
H -0.087 1.740 2.910 0.232
H -0.935 -0.190 -0.023 0.277
H -1.720 2.111 -1.436 0.308
H 0.797 -1.412 -3.960 0.271
H 1.076 -2.772 -0.444 0.380
H 3.749 -2.855 -1.314 0.302
H 0.999 1.255 -2.366 0.159
H 2.793 -1.833 3.494 0.301
H 4.036 2.478 1.912 0.303
H 3.336 -4.315 -1.397 0.286
H -3.838 1.169 0.363 0.310
H -0.720 -1.320 -3.977 0.191
H 1.081 -0.194 -1.913 0.297
```

Summary:
Calculated total energy, eV: -29113.5911
Lowest unoccupied orbital energy, eV: 0.0
Net charge: 0
E_HOMO, eV: -9.5

=====

# 6
This record from OMol25 describes a cluster of 14 separate species, H28O14 in total at a distorted geometry. The level of theory is the ωB97M-V functional and the def2-TZVPD basis.

XYZ file:
```
42
Properties=species:S:1:pos:R:3:mulliken_spin:R:1
O -43.818 15.231 2.234 0.006
O -41.375 9.609 1.833 0.000
O -40.912 15.246 2.842 0.000
O -44.069 12.865 0.604 0.000
O -42.188 12.244 3.393 -0.004
O -44.241 10.694 6.013 0.006
O -45.113 12.136 3.072 0.018
O -44.761 13.156 6.092 0.983
O -40.290 11.480 5.123 0.000
O -41.611 13.677 0.063 0.000
O -42.744 14.787 5.672 0.004
O -43.698 9.185 3.550 0.000
O -41.363 11.048 -0.723 0.000
O -39.118 12.597 2.823 0.000
H -44.314 9.335 2.832 0.000
H -40.783 14.300 2.777 0.000
H -40.804 10.543 -0.133 0.000
H -40.882 11.691 4.401 0.000
H -40.034 15.598 2.991 0.000
H -43.086 11.998 3.174 0.001
H -39.285 12.389 3.742 0.000
H -42.845 9.108 3.122 0.000
H -38.647 11.835 2.486 0.000
H -44.499 12.285 5.795 -0.008
H -45.499 11.299 3.329 -0.001
H -41.529 11.866 -0.255 0.000
H -41.655 11.844 2.706 0.000
H -42.879 15.376 2.345 0.000
H -42.505 14.866 4.749 0.001
H -45.711 12.794 3.425 -0.003
H -44.971 10.191 6.374 0.000
H -43.945 10.181 5.261 0.001
H -40.794 11.680 5.912 0.000
H -44.546 12.872 -0.225 0.000
H -43.198 15.605 5.874 0.000
H -42.112 9.384 1.266 0.000
H -41.819 14.516 -0.348 0.000
H -43.883 14.349 1.869 -0.001
H -42.462 13.303 0.289 0.000
H -41.002 8.765 2.089 0.000
H -44.030 13.723 5.848 -0.002
H -44.597 12.314 1.181 -0.001
```

Summary:
Calculated total energy, eV: -29110.6376
Lowest unoccupied orbital energy (alpha / beta), eV: -3.6 / -10.2
⟨S²⟩: 0.7528
Spin multiplicity: 2
Net charge: +1
E_HOMO (alpha / beta), eV: -13.2 / -13.2

=====

Taking the records one at a time from the top gives energy above the lowest of the compared OMol25 structures with the same formula, charge and spin values of 67.3 135.5 134.8 67.4 185.9 2.7 kcal/mol.